Entry 1:
Below is a 8-piece molecular cluster, C31H62O15 overall in a non-equilibrium geometry, with properties calculated with ωB97M-V with the def2-TZVPD basis set.

Calculated values
energy above the lowest of the compared OMol25 structures with the same formula, charge and spin	24.7	kcal per mole
structure (SMILES)	CCOC(C)=O.CCOC(C)=O.CCOC(C)=O.CCOC(C)=O.CCOC(C)=O.CCOC(C)=O.CCOC(C)=O.CC(C)=O

```
108
Properties=species:S:1:pos:R:3:forces:R:3
O 18.311 26.373 37.552 1.8 -0.9 -0.2
O 22.533 29.088 34.599 -0.2 -0.7 0.2
O 16.740 29.919 34.775 4.3 -2.5 0.3
O 14.623 29.044 34.956 3.2 1.1 -0.1
O 14.047 24.197 39.962 1.7 0.3 -2.5
O 18.974 20.355 34.034 -1.2 1.3 0.0
O 22.889 29.891 36.622 -0.2 -1.7 1.4
O 15.031 24.166 37.899 2.2 1.4 -1.1
O 25.225 25.000 35.718 -0.2 1.7 -0.9
O 16.088 28.331 41.917 3.0 0.7 -1.1
O 15.751 28.070 44.144 0.3 0.3 -0.8
O 26.560 26.313 34.281 -0.5 -2.0 1.3
O 19.813 24.789 36.798 0.2 0.2 -1.9
O 18.266 22.597 40.348 -2.5 -3.7 -2.5
O 17.172 21.796 34.210 0.3 0.5 0.3
C 25.579 27.236 33.923 -1.2 3.1 0.7
C 18.707 25.515 36.776 -3.1 1.6 -0.7
C 14.964 24.462 39.162 0.4 0.9 4.6
C 18.920 28.777 34.785 1.7 -2.4 3.6
C 15.370 28.094 42.991 0.9 0.1 1.9
C 18.312 27.765 40.862 -1.4 -0.7 -0.3
C 18.077 21.831 38.137 -2.2 -0.3 -1.9
C 21.261 20.542 34.694 1.0 -2.6 1.3
C 17.676 21.741 39.579 1.7 3.0 3.4
C 16.847 19.729 33.046 1.8 -2.5 5.4
C 16.514 20.816 40.114 5.2 5.5 3.8
C 17.400 28.587 34.925 0.8 -1.8 -1.2
C 26.090 28.191 32.848 0.1 -3.9 -1.1
C 22.172 27.674 36.468 -0.6 -4.2 0.1
C 14.975 31.378 35.121 1.2 -2.1 4.1
C 19.982 21.336 34.530 0.1 -1.2 -3.9
C 23.016 31.184 36.098 0.4 -0.8 -2.9
C 16.284 25.193 39.667 -1.5 0.9 -1.7
C 13.955 23.595 37.236 -3.9 3.8 0.6
C 24.345 31.343 35.354 3.9 -1.0 0.0
C 17.632 20.767 33.814 2.3 -0.4 0.2
C 22.556 28.879 35.795 0.7 2.7 -2.0
C 14.172 23.501 35.772 -1.0 -0.8 -1.0
C 26.289 25.371 35.276 -0.8 -1.5 -0.2
C 27.522 24.678 35.722 2.2 1.3 0.5
C 21.995 24.067 37.707 0.8 -2.4 1.3
C 14.049 27.725 42.554 -3.5 -1.4 2.7
C 15.498 29.941 34.922 -7.4 0.9 0.7
C 17.778 25.066 35.606 0.6 -1.7 4.0
C 20.651 24.780 37.884 2.7 1.5 3.4
C 17.549 28.507 41.998 -0.7 -0.1 -2.7
H 17.984 28.206 42.847 0.6 -2.4 3.7
H 25.203 27.792 34.821 0.9 -0.1 -0.2
H 14.125 26.550 42.557 -0.9 2.3 -0.3
H 22.795 24.633 37.276 0.0 0.2 -1.8
H 16.462 25.159 40.706 -1.2 0.6 1.6
H 26.388 27.515 31.950 -0.6 1.3 1.2
H 19.320 29.253 33.927 0.2 0.1 -1.0
H 16.500 26.201 39.195 -0.9 -1.1 0.7
H 22.997 31.788 36.940 -0.2 1.4 1.4
H 19.475 29.199 35.716 -1.6 0.3 -1.3
H 13.129 23.091 35.355 2.7 0.3 0.5
H 21.798 20.227 33.772 -0.9 0.2 0.3
H 18.091 24.014 35.639 -0.5 0.1 -1.7
H 16.600 20.163 32.156 -1.1 0.7 -2.4
H 13.947 31.419 35.098 -2.3 -0.2 -0.2
H 17.348 22.430 37.486 0.4 -0.1 1.4
H 25.245 28.774 32.607 -0.5 1.2 -0.5
H 13.217 28.169 43.289 2.0 -1.6 -0.9
H 25.342 30.963 35.949 -2.5 1.5 -0.2
H 22.650 23.941 38.698 -2.4 0.0 -1.2
H 28.077 24.392 34.822 0.0 -0.4 0.3
H 17.597 18.802 33.000 -2.3 1.8 -0.3
H 16.756 25.090 36.009 0.3 0.2 -0.1
H 20.002 22.203 33.796 0.4 -1.3 0.3
H 13.022 24.410 37.313 2.0 -2.4 0.5
H 15.980 19.613 33.867 1.4 -0.4 -2.6
H 17.870 29.512 42.171 -0.7 1.5 -1.2
H 15.281 31.774 36.155 -0.4 -1.1 -0.9
H 18.184 26.655 40.977 0.1 0.9 0.3
H 19.417 27.944 41.029 -1.3 0.2 -0.9
H 17.037 27.842 33.958 0.6 2.1 3.2
H 21.810 22.975 37.315 0.8 2.2 0.3
H 15.352 32.134 34.599 1.9 2.7 -3.1
H 21.167 19.544 35.376 -0.5 2.2 -1.8
H 16.501 20.658 41.210 -0.2 1.6 -0.3
H 28.129 25.558 36.091 -0.2 -1.1 0.0
H 19.696 21.826 35.365 -1.3 0.9 3.2
H 22.043 21.019 35.277 -0.1 0.9 0.0
H 27.486 23.868 36.522 -0.5 1.3 -1.4
H 17.838 25.673 34.768 0.5 0.6 -1.8
H 17.157 24.669 39.466 1.5 -1.5 -1.6
H 17.876 20.878 37.565 1.3 0.5 0.7
H 13.723 28.203 41.677 0.2 -0.1 -1.7
H 17.329 28.109 36.005 -1.0 1.0 -2.4
H 24.616 32.309 34.877 -0.6 -0.2 0.9
H 24.636 30.660 34.544 -1.6 -0.2 -0.3
H 13.826 22.755 37.869 -1.4 -1.5 -0.4
H 22.128 31.339 35.440 0.8 0.3 0.3
H 16.530 19.900 39.911 0.9 -7.7 -3.0
H 23.022 27.048 36.880 -0.6 1.0 -0.5
H 19.429 27.704 35.029 -1.3 2.0 -1.5
H 20.121 24.174 38.590 -0.3 0.2 1.2
H 26.954 28.662 33.147 1.8 1.7 0.6
H 17.798 27.916 39.839 1.6 0.4 1.4
H 15.096 22.892 35.690 -0.8 -0.1 -1.1
H 20.953 25.828 38.337 -1.4 -1.8 -1.0
H 14.308 24.489 35.251 0.0 -0.9 0.9
H 19.010 22.396 38.034 0.0 -0.9 -0.1
H 21.629 26.918 35.743 1.0 1.8 1.4
H 15.727 21.186 39.667 -4.7 2.1 -1.6
H 21.543 27.928 37.312 -0.3 -0.1 0.2
H 24.608 27.070 33.505 -0.6 -2.5 -0.2
```
Positions in Å, forces in eV/Å.

---

Entry 2:
Below is C31H64AuP2Si2 as an isolated structure in a non-equilibrium geometry, with properties calculated with ωB97M-V with the def2-TZVPD basis set.

Calculated values
E_tot	-71204.71496	eV
spin multiplicity	3
net charge	+1

```
100
Properties=species:S:1:pos:R:3:forces:R:3
Au 0.470 0.015 -0.702 -0.1 0.0 0.5
P 1.376 2.117 -0.076 0.0 -0.4 0.0
P 0.578 -2.343 -0.777 -0.3 0.7 0.1
Si 0.001 -0.070 4.707 0.1 0.3 0.4
Si 2.689 -1.059 3.177 -0.1 0.2 0.1
C 0.800 -3.109 0.866 0.0 0.0 0.2
C -3.520 1.317 -2.786 0.1 -0.1 -0.2
C 0.903 2.674 1.591 -0.1 0.2 0.0
C -2.802 -1.360 1.509 0.2 -0.3 0.3
C -3.361 -0.320 -0.791 0.1 2.2 -2.2
C -0.727 -3.303 -1.597 0.0 -0.3 -0.2
C -2.830 1.880 -0.349 0.3 -0.5 2.1
C 1.154 0.778 -3.911 -0.4 0.5 0.1
C -2.735 1.146 0.867 0.1 0.4 -0.9
C 1.364 3.540 -1.207 0.0 0.2 0.1
C 2.096 -2.595 -1.747 0.1 -0.1 0.0
C 1.693 -0.051 -5.039 0.6 -0.1 0.0
C 0.074 1.564 -4.009 0.6 -0.3 0.1
C 2.562 -2.790 3.937 0.2 -0.1 0.2
C 0.907 -0.448 3.106 -0.1 -0.4 -0.7
C -0.538 -1.451 -4.993 -0.8 0.0 -0.1
C -1.812 -0.568 4.826 -0.3 -0.2 -0.1
C -3.001 -0.216 0.586 0.2 0.8 0.3
C 3.873 -1.415 1.726 0.0 0.2 -0.5
C 0.781 -1.169 -5.633 0.7 -0.2 -0.2
C -2.460 3.301 -0.555 0.2 0.5 -0.1
C 0.105 1.799 5.000 0.1 0.2 0.0
C -3.241 0.972 -1.371 -0.6 -3.0 0.1
C 3.519 0.414 4.014 0.3 -0.3 0.4
C 0.861 -0.968 6.121 0.1 0.0 0.1
C -1.591 -0.633 -5.128 0.1 -0.7 -0.1
C -2.275 1.664 2.175 0.2 -0.1 0.5
C -3.797 -1.540 -1.515 -0.1 -0.4 -0.1
C -1.510 0.659 -5.883 -0.5 0.3 -0.4
C 3.126 1.682 0.198 -0.1 0.1 -0.1
C -0.633 1.806 -5.308 -0.2 0.5 -0.1
H -2.143 -0.458 5.874 0.3 -0.1 -0.3
H -1.356 1.125 2.464 -0.3 0.4 0.2
H 3.514 -2.152 0.994 0.1 0.1 0.2
H 0.760 1.783 2.225 0.0 0.4 -0.3
H -3.733 -1.692 2.006 0.3 0.2 -0.2
H -0.310 2.098 -3.137 0.3 -0.1 -0.1
H -1.714 3.632 0.185 -0.3 -0.1 -0.2
H 1.737 0.764 -2.983 -0.4 -0.1 -0.1
H 2.016 4.333 -0.818 -0.2 -0.1 -0.1
H -2.388 -2.232 0.975 -0.3 0.2 0.1
H 4.217 -0.543 1.156 0.0 -0.3 0.2
H -2.084 -1.093 2.296 -0.3 -0.1 -0.2
H 1.833 -2.589 -2.811 0.0 0.1 0.2
H -2.016 3.439 -1.554 -0.2 0.0 0.2
H -0.632 2.361 4.406 0.2 -0.2 0.2
H 1.696 3.288 2.034 -0.1 -0.1 -0.2
H -3.406 -2.445 -1.031 -0.1 0.1 -0.2
H 2.782 -1.760 -1.553 -0.1 -0.3 0.0
H -3.316 3.999 -0.485 0.2 -0.3 0.0
H 1.729 3.233 -2.196 -0.1 0.0 0.2
H -3.010 1.526 2.984 0.2 0.1 -0.3
H -0.017 3.270 1.561 0.2 -0.3 0.1
H 0.347 -0.394 2.162 0.1 0.0 0.2
H -3.451 -1.521 -2.560 -0.1 -0.1 0.3
H 2.588 -3.539 -1.510 0.0 0.0 0.0
H 2.999 -3.524 3.241 0.0 0.2 0.2
H 0.660 -2.051 6.093 0.0 0.3 0.0
H -0.290 -4.204 -2.050 -0.1 0.2 0.1
H -2.491 0.050 4.224 0.3 -0.2 0.2
H 3.511 1.262 3.312 0.0 -0.2 0.1
H 1.098 2.192 4.733 -0.2 -0.1 0.2
H -2.060 2.734 2.129 0.0 -0.1 0.1
H -2.603 -0.951 -4.834 0.6 0.1 0.2
H -4.486 1.814 -2.902 0.0 0.1 0.0
H 1.615 -2.607 1.411 -0.4 -0.3 -0.4
H 2.612 -0.536 -4.675 -0.2 0.2 -0.2
H 3.125 -2.859 4.880 -0.2 -0.1 -0.2
H 4.567 0.183 4.257 -0.2 0.2 0.0
H -0.647 -2.446 -4.545 -0.1 0.4 0.0
H -0.115 -2.974 1.470 0.3 -0.1 -0.4
H -1.971 -1.619 4.534 0.0 0.3 0.2
H 2.003 0.584 -5.883 0.0 0.0 0.3
H -0.078 2.029 6.063 0.1 -0.1 -0.3
H 3.582 1.345 -0.739 0.0 0.0 0.2
H 4.785 -1.841 2.182 -0.4 0.1 0.0
H -1.136 0.473 -6.904 -0.2 -0.2 0.3
H -2.529 1.051 -5.997 0.3 -0.1 -0.1
H 1.521 -3.101 4.110 0.3 0.2 0.1
H 1.950 -0.827 6.133 -0.3 -0.1 0.0
H 3.125 0.853 0.915 0.0 0.4 -0.3
H 3.013 0.750 4.928 0.2 -0.1 -0.2
H 1.032 -4.180 0.785 -0.1 0.2 0.0
H 3.699 2.520 0.608 -0.1 -0.1 -0.1
H 1.369 -2.097 -5.605 -0.2 0.2 -0.1
H -3.557 0.405 -3.387 0.0 0.3 0.0
H 0.342 3.929 -1.318 0.3 -0.1 0.1
H 0.094 2.075 -6.092 -0.1 0.0 0.4
H -1.200 -2.691 -2.379 0.2 -0.2 0.3
H -1.489 -3.620 -0.875 0.2 0.2 -0.1
H -1.277 2.690 -5.180 0.2 -0.2 -0.1
H -2.738 1.974 -3.191 -0.2 -0.1 -0.1
H 0.649 -0.932 -6.703 -0.2 -0.2 0.4
H 0.465 -0.572 7.069 0.1 -0.2 -0.2
H -4.892 -1.637 -1.532 0.2 0.0 0.0
```
Positions in Å, forces in eV/Å.